Entry 1:
Formula: C27H39AlClF13NO4S2
Source: the OMol25 dataset
Level of theory: the ωB97M-V functional and the def2-TZVPD basis

Output
largest force on an atom = 8.1 eV Å⁻¹
orbital gap = 7.96 eV
HOMO energy = -0.2420 Eh

Geometry as ORCA input:
```
! wB97M-V def2-TZVPD RIJCOSX def2/J DEFGRID3
* xyz -1 1
Cl -3.164 -4.508 -3.269
S -3.805 -2.423 0.687
S -3.824 -5.203 -0.355
Al 3.131 6.349 2.530
F 3.171 5.763 0.855
F 4.551 7.367 2.834
F -5.200 1.779 -1.192
F -3.017 5.438 -0.556
F -2.575 1.847 0.319
F -4.589 3.716 -2.221
F -1.249 -4.298 1.002
F 3.146 4.963 3.639
F -0.291 5.222 -1.156
F -0.296 2.946 -1.048
F -1.749 4.359 0.988
F 1.655 7.298 2.788
F -4.323 3.258 0.723
O -3.629 0.506 -3.084
O -4.854 -6.071 -1.032
O -2.250 -5.762 -0.486
O -4.164 -5.231 1.126
N 3.927 -0.551 -1.372
C -3.340 -0.513 -2.061
C 0.066 0.255 3.904
C 0.194 -1.461 1.961
C -2.342 4.219 -0.314
C 1.294 1.283 4.009
C -2.910 -1.832 -2.833
C 3.377 0.838 -1.278
C 0.957 -2.502 -0.430
C 4.574 -1.404 -0.405
C -1.336 -3.537 -1.443
C 3.775 -1.113 -2.711
C -3.295 2.936 -0.224
C -0.502 -2.211 -0.992
C -3.979 -3.393 -0.885
C 4.715 -2.727 -1.188
C 1.183 -2.407 1.140
C 2.374 1.160 2.832
C -3.135 1.790 -2.670
C -2.826 -3.180 -1.977
C 2.763 2.595 0.670
C 3.911 1.707 -0.050
C 1.703 1.638 1.447
C -1.119 4.089 -1.341
C -4.044 2.542 -1.585
C 4.237 -2.585 -2.658
C 0.601 -1.237 3.505
C -1.261 -4.719 -0.373
H -0.714 0.620 3.132
H -1.451 4.098 -2.445
H 1.750 1.188 5.052
H 4.498 1.088 0.716
H -4.366 -0.723 -1.570
H -2.621 -0.143 -1.258
H 1.615 0.697 0.786
H -0.354 -1.623 -1.978
H 4.182 -3.331 -3.514
H 1.255 -3.570 -0.761
H -0.029 -0.473 1.405
H 2.170 3.241 -0.059
H 0.686 2.128 1.606
H -4.343 -1.134 0.515
H -1.184 -1.571 -0.348
H -5.014 -3.165 -1.319
H 2.806 0.115 2.682
H 0.845 2.344 3.925
H 1.708 -1.811 -0.964
H -0.013 -1.970 4.150
H 1.708 -1.381 3.722
H -0.495 0.235 4.908
H -3.098 2.463 -3.607
H -0.829 -2.005 1.988
H 2.252 -1.995 1.309
H 3.598 1.380 -2.246
H 1.217 -3.474 1.585
H -0.241 -5.236 -0.537
H 4.826 -1.120 0.661
H -0.777 -3.917 -2.381
H 3.359 -0.547 -3.603
H -2.037 1.669 -2.339
H 3.262 3.233 1.485
H 2.214 0.697 -1.251
H -1.934 -1.592 -3.403
H 4.638 2.482 -0.504
H 5.104 -3.714 -0.787
H -3.692 -2.010 -3.664
H 3.262 1.836 3.135
*
```

---

Entry 2:
Formula: C15H12N4O
Source: the OMol25 dataset
Level of theory: the ωB97M-V functional and the def2-TZVPD basis

Output
energy above the lowest of the compared OMol25 structures with the same formula, charge and spin = 9.535 eV
largest force on an atom = 12.3 eV Å⁻¹
orbital gap = 8.53 eV
HOMO energy = -0.3276 Eh

Geometry as ORCA input:
```
! wB97M-V def2-TZVPD RIJCOSX def2/J DEFGRID3
* xyz 0 1
O -1.369 -1.375 0.876
N 0.150 0.447 -0.729
N 1.350 -0.153 -0.798
N 0.290 1.540 0.199
N 1.637 1.435 0.449
C -5.317 1.144 0.089
C 6.225 -0.428 0.385
C 3.525 0.164 0.168
C 5.306 -1.359 -0.151
C 2.121 0.414 -0.013
C -5.594 -1.189 0.399
C 4.031 -0.914 -0.708
C -3.219 -0.165 0.067
C -1.785 -0.602 0.034
C -4.208 -1.296 0.450
C -1.103 0.162 -1.049
C -3.892 1.042 -0.296
C -6.159 0.169 0.322
C 5.637 0.749 1.000
C 4.375 0.982 0.618
H -3.846 -2.424 0.589
H -7.222 0.656 0.353
H -5.564 2.218 -0.283
H 3.432 -1.726 -0.979
H 4.066 1.873 1.175
H -1.005 -0.700 -1.996
H -3.251 1.857 -0.503
H 6.349 1.291 1.466
H 7.312 -0.638 0.405
H 5.752 -2.526 -0.726
H -6.404 -1.705 0.734
H -1.621 1.057 -1.545
*
```

---

Entry 3:
Formula: C6H6N2O4
Source: the OMol25 dataset
Level of theory: the ωB97M-V functional and the def2-TZVPD basis

Output
energy above the lowest of the compared OMol25 structures with the same formula, charge and spin = 1.150 eV
largest force on an atom = 6.7 eV Å⁻¹
orbital gap = 9.56 eV
HOMO energy = -0.3687 Eh

Geometry as ORCA input:
```
! wB97M-V def2-TZVPD RIJCOSX def2/J DEFGRID3
* xyz 0 1
O -3.125 2.403 -0.490
O -3.237 -2.269 -0.714
O -1.334 1.226 -0.760
O -1.305 -1.134 -0.860
N -5.442 0.123 0.882
N -4.429 -0.106 0.394
C -3.192 -0.114 0.124
C -0.281 -0.016 1.065
C 0.714 -0.087 -1.253
C -2.608 -1.290 -0.454
C -2.597 1.321 -0.437
C -0.619 -0.057 -0.430
H 1.471 -0.245 -0.528
H 0.806 -0.849 -1.970
H 0.673 0.810 -1.894
H 0.156 -1.113 1.070
H 0.421 0.766 1.233
H -1.176 -0.008 1.780
*
```

---

Entry 4:
Formula: C3H11NP
Source: the OMol25 dataset
Level of theory: the ωB97M-V functional and the def2-TZVPD basis

Output
energy above the lowest of the compared OMol25 structures with the same formula, charge and spin = 1.729 eV
largest force on an atom = 4.3 eV Å⁻¹
orbital gap = 12.43 eV
HOMO energy = -0.5637 Eh
structure (SMILES) = CP(C)(C)=[NH2+]

Geometry as ORCA input:
```
! wB97M-V def2-TZVPD RIJCOSX def2/J DEFGRID3
* xyz 1 1
P 0.137 -0.009 -0.005
N 1.138 -0.520 -1.210
C -0.094 -1.294 1.252
C 0.770 1.519 0.807
C -1.540 0.069 -1.127
H -1.438 0.665 -1.995
H 0.772 -0.372 -2.079
H 0.160 2.327 0.588
H 2.145 -0.520 -1.111
H 1.569 1.825 0.295
H -2.326 0.676 -0.660
H 1.081 1.318 1.861
H -0.706 -0.947 2.189
H 0.827 -1.685 1.494
H -1.911 -0.950 -1.022
H -0.585 -2.102 0.721
*
```

---

Entry 5:
Formula: C33H40N4P2SnTe
Source: the OMol25 dataset
Level of theory: the ωB97M-V functional and the def2-TZVPD basis

Output
energy above the lowest of the compared OMol25 structures with the same formula, charge and spin = 0.000 eV
largest force on an atom = 3.8 eV Å⁻¹
orbital gap (alpha / beta) = 4.06 / 5.04 eV
HOMO energy (alpha / beta) = -0.4892 / -0.4903 Eh

Geometry as ORCA input:
```
! wB97M-V def2-TZVPD RIJCOSX def2/J DEFGRID3
* xyz 2 1
Te -0.383 0.240 1.703
Sn 0.647 -0.526 -1.025
P -1.812 -1.130 -1.375
P -1.061 2.061 -0.736
N -1.580 -2.315 -2.624
N -2.847 -1.921 -0.232
N -0.303 2.559 -2.274
N -1.346 3.719 -0.218
C -3.579 -3.301 1.413
C -2.323 1.953 -8.519
C 2.133 -1.938 4.636
C 3.381 -1.322 4.476
C 1.158 -0.396 3.035
C 0.992 2.160 -2.634
C -1.079 4.125 1.100
C -2.722 1.569 -1.366
C 1.004 -1.486 3.923
C -2.274 0.419 -8.334
C -2.685 3.174 -6.340
C -0.078 2.886 -4.504
C -4.171 -1.574 0.063
C -2.480 -2.967 0.637
C 1.366 -2.396 -0.056
C 1.141 2.349 -4.001
C -0.359 -2.812 -3.094
C -4.500 1.372 -6.626
C -0.965 2.968 -3.432
C -4.648 -2.421 1.045
C 2.389 0.283 2.914
C -2.489 -0.100 -6.924
C -1.703 4.854 -0.944
C -0.618 -3.862 -3.956
C -3.502 0.332 -6.151
C -1.262 5.495 1.199
C -2.765 0.201 -2.121
C -1.870 2.752 -7.323
C -2.041 -4.005 -4.044
C -4.142 2.822 -6.252
C -2.612 -3.046 -3.226
C -1.655 5.970 -0.108
C 3.508 -0.215 3.617
H -1.139 6.100 2.088
H -4.645 -0.760 -0.467
H 2.159 -2.206 0.680
H -3.127 2.344 -2.044
H -1.476 -3.363 0.607
H 0.595 -2.378 -2.791
H -2.571 -4.732 -4.635
H -2.382 3.977 -5.666
H 4.477 0.260 3.485
H -3.321 2.271 -8.855
H -1.879 -0.969 -6.664
H -4.700 3.503 -6.924
H -2.386 0.299 -3.155
H -1.630 2.214 -9.340
H -3.039 -0.019 -9.005
H -0.292 3.174 -5.515
H 2.447 1.144 2.255
H 2.045 -2.784 5.313
H 1.776 -2.948 -0.914
H -1.300 0.071 -8.710
H -3.806 -0.155 -2.199
H 2.016 2.132 -4.593
H -3.643 -2.809 -2.989
H -3.620 -4.082 2.154
H -3.740 -0.101 -5.174
H -1.996 3.294 -3.412
H 0.574 -2.981 0.415
H -4.515 3.026 -5.236
H 0.133 -4.450 -4.463
H -1.971 4.780 -1.982
H 1.716 1.835 -1.891
H -5.647 -2.409 1.456
H -0.786 3.374 1.832
H -3.368 1.520 -0.466
H -4.650 1.308 -7.709
H -0.818 3.061 -7.398
H 4.263 -1.707 4.999
H 0.032 -1.955 4.014
H -1.865 6.988 -0.381
H -5.471 1.132 -6.161
*
```

---

Entry 6:
Formula: H34O17
Source: the OMol25 dataset
Level of theory: the ωB97M-V functional and the def2-TZVPD basis

Output
energy above the lowest of the compared OMol25 structures with the same formula, charge and spin = 1.566 eV
largest force on an atom = 3.3 eV Å⁻¹
orbital gap = 9.92 eV
HOMO energy = -0.3784 Eh

Geometry as ORCA input:
```
! wB97M-V def2-TZVPD RIJCOSX def2/J DEFGRID3
* xyz 0 1
O -1.068 0.797 2.643
O -2.478 -1.453 -1.524
O 0.399 2.520 -1.190
O -1.202 -2.455 1.038
O 1.892 0.220 -2.846
O -0.926 -0.001 -3.152
O -0.820 3.209 1.079
O 1.397 1.880 2.161
O -2.478 1.538 -1.179
O 0.269 -2.375 -3.844
O 2.529 0.623 -0.096
O 0.976 0.441 4.472
O -0.317 0.153 -0.112
O -3.441 -0.164 0.767
O 1.013 -1.368 2.327
O 0.589 -2.117 -1.201
O 3.261 -1.903 -0.602
H 0.791 -1.589 3.214
H 3.226 -0.992 -0.434
H 1.478 -2.027 -0.942
H 0.430 -2.984 -0.715
H -0.346 -3.089 -3.604
H -1.590 2.670 1.254
H 1.930 2.638 2.442
H -3.346 0.488 0.083
H 0.518 -1.986 -2.990
H -1.483 0.168 3.288
H 2.053 0.436 -1.943
H 0.525 2.221 1.843
H -0.444 2.815 0.337
H 0.168 0.393 5.084
H -2.494 2.492 -0.983
H -2.445 -1.039 -0.655
H 0.247 1.631 -0.897
H -0.601 -2.072 1.662
H 1.653 -2.056 2.182
H -1.604 -0.499 -2.641
H -0.785 -0.495 -3.943
H 3.346 1.144 -0.175
H 0.271 -0.520 -0.570
H -0.117 0.093 0.819
H 1.333 2.548 -1.251
H -2.687 0.106 1.306
H -3.200 -1.196 -2.116
H 3.550 -2.021 -1.518
H -1.173 1.635 3.132
H 0.977 0.374 -2.924
H 0.767 0.725 3.523
H -1.015 -1.913 0.248
H 2.079 1.025 0.677
H -1.620 1.342 -1.537
*
```

---

Entry 7:
Formula: C4H10N2O2
Source: the OMol25 dataset
Level of theory: the ωB97M-V functional and the def2-TZVPD basis

Output
energy above the lowest of the compared OMol25 structures with the same formula, charge and spin = 3.042 eV
largest force on an atom = 5.6 eV Å⁻¹
orbital gap = 9.14 eV
HOMO energy = -0.3158 Eh
structure (SMILES) = Cc1c[nH]cn1.O.O

Geometry as ORCA input:
```
! wB97M-V def2-TZVPD RIJCOSX def2/J DEFGRID3
* xyz 0 1
O -1.497 3.926 0.101
O -3.636 1.538 0.411
N 0.071 -0.821 0.427
N 0.583 -2.721 -0.693
C -0.449 -1.947 -0.201
C 1.762 -2.072 -0.427
C 2.429 0.243 0.508
C 1.392 -0.829 0.155
H -3.215 1.420 -0.462
H 3.334 -0.089 0.950
H 2.379 0.947 -0.302
H -2.258 3.816 -0.460
H -1.383 -1.906 -0.576
H 2.696 -2.317 -0.797
H -3.156 0.750 0.780
H 1.858 0.574 1.469
H -1.495 2.986 0.409
H 0.586 -3.498 -1.291
*
```

---

Entry 8:
Formula: C24H23BaOTe
Source: the OMol25 dataset
Level of theory: the ωB97M-V functional and the def2-TZVPD basis

Output
energy above the lowest of the compared OMol25 structures with the same formula, charge and spin = 0.000 eV
largest force on an atom = 2.9 eV Å⁻¹
orbital gap (alpha / beta) = 5.83 / 4.62 eV
HOMO energy (alpha / beta) = -0.1410 / -0.1406 Eh

Geometry as ORCA input:
```
! wB97M-V def2-TZVPD RIJCOSX def2/J DEFGRID3
* xyz -1 1
Ba 0.710 0.068 -0.728
Te -0.527 -0.388 4.857
O -1.193 0.342 -2.129
C 0.777 -0.955 -6.021
C 0.162 -2.717 -0.231
C -0.039 -1.019 -3.715
C -1.238 -0.747 -2.930
C 0.133 1.758 -6.243
C 1.638 1.125 6.248
C 0.738 -1.822 1.783
C -1.055 1.768 1.572
C 1.245 -2.396 0.599
C -1.023 -2.346 0.427
C 2.089 2.052 7.191
C -0.147 3.068 7.293
C -0.620 2.153 6.350
C 0.231 -0.293 -4.877
C 1.201 3.019 7.714
C -0.053 1.096 -5.034
C 0.159 2.751 -0.100
C 0.282 1.181 5.870
C 0.626 1.051 -7.356
C 0.310 1.799 1.974
C 0.939 -0.316 -7.242
C -1.142 2.354 0.281
C -0.677 -1.814 1.681
C 1.053 2.391 0.934
H 0.439 3.092 -1.098
H 0.209 -3.060 -1.282
H -1.503 -1.704 -2.434
H -0.093 2.830 -6.347
H 1.560 3.737 8.441
H -0.453 1.640 -4.162
H -2.046 -2.438 0.073
H -1.846 1.372 2.163
H -0.826 3.832 7.714
H -1.370 -1.468 2.420
H 0.668 1.359 2.876
H 2.297 -2.389 0.310
H 0.982 -2.033 -5.916
H 2.129 2.387 0.895
H 2.248 0.336 5.825
H 1.282 -1.401 2.608
H -2.049 2.450 -0.303
H 3.139 2.031 7.533
H 0.715 -1.730 -3.422
H 1.309 -0.884 -8.113
H -2.074 -0.553 -3.628
H -1.645 2.109 6.002
H 0.771 1.556 -8.306
*
```

---

In order of appearance, E = -114430.1478, -23747.4907, -17487.0203, -14061.5171, -72512.5953, -35360.4450, -11383.8610, -35293.4109 eV.